# C16H31B2F11NO14S2Zr2

C16H31B2F11NO14S2Zr2 as an isolated structure (ωB97M-V/def2-TZVPD, the OMol25 dataset).

The value obtained for the HOMO energy is -12.028 eV. The net charge is +1. The value obtained for the LUMO energy is -5.70 eV. The relative energy (zero: lowest compared OMol25 entry of this formula, charge and spin) comes out at 233.9 kJ/mol.

Last column: Löwdin charge in e.
Atoms and positions in Å:
Zr (0.9827, 0.4933, 2.7399)  2.00
Zr (-1.5135, -0.1061, -1.5239)  1.90
N (0.7484, -1.5355, 2.7929)  -0.44
S (-0.7396, -2.4995, 2.7617)  0.63
O (-1.2014, -3.1869, 3.9810)  -0.18
O (-1.0800, -2.9433, 1.4652)  -0.19
F (-1.7096, -1.1664, 2.7712)  -0.19
S (1.4143, -2.9392, 2.8450)  0.51
O (1.7903, -3.5573, 1.5643)  -0.21
O (1.3785, -3.8477, 3.9958)  -0.18
F (2.8531, -2.2072, 3.1881)  -0.23
B (-0.0307, 0.3685, -3.1318)  -0.41
H (0.5638, 0.5398, -4.0158)  0.02
H (-0.5638, -0.5532, -3.3070)  -0.02
H (0.6403, 0.2387, -2.2969)  -0.03
H (-0.7199, 1.1827, -2.9696)  -0.03
B (-0.1273, 0.1238, 0.5139)  -0.49
H (-0.0537, 0.7360, -0.3716)  -0.04
H (-0.7539, -0.7104, 0.2390)  -0.04
H (0.8947, -0.1584, 0.7144)  -0.02
H (-0.5307, 0.6804, 1.3456)  -0.01
O (-3.2121, -0.0113, -0.1514)  -0.40
C (-4.0765, -1.2153, -0.1451)  -0.21
C (-3.7670, -2.1367, -1.4034)  -0.27
O (-2.5262, -1.9088, -2.0919)  -0.38
H (-5.1304, -0.9373, -0.1407)  0.11
H (-3.7997, -1.7005, 0.7908)  0.09
H (-4.5538, -1.9570, -2.1361)  0.10
H (-3.9454, -3.1977, -1.2286)  0.11
O (1.3636, 2.4734, 1.8505)  -0.37
C (0.5531, 3.5119, 2.4153)  -0.24
C (-0.6289, 3.0184, 3.3887)  -0.21
O (-0.6707, 1.5789, 3.7229)  -0.36
H (1.2945, 4.1472, 2.8999)  0.11
H (0.1010, 4.1190, 1.6311)  0.09
H (-1.5853, 3.1609, 2.8856)  0.09
H (-0.5638, 3.7137, 4.2256)  0.11
C (3.7023, 2.0307, -2.3691)  -0.04
C (3.1633, 1.7490, -0.9666)  -0.17
O (4.0408, 0.6669, -0.5665)  0.01
C (3.9454, -0.0107, 0.6354)  -0.26
O (3.0343, 0.1018, 1.4417)  0.02
C (5.2440, -0.7353, 0.8604)  -0.55
F (6.2276, -0.3271, 0.1234)  0.24
F (5.6107, -0.5770, 2.1304)  0.19
F (4.9888, -2.0758, 0.6584)  0.15
H (2.9553, 2.6734, -2.8349)  0.08
H (3.8566, 1.1764, -3.0283)  0.09
H (4.6479, 2.5474, -2.2051)  0.09
H (2.1696, 1.3102, -1.0573)  0.10
H (3.3757, 2.6351, -0.3685)  0.14
C (-1.1477, -5.5050, -2.1876)  -0.03
C (-0.6598, -4.7026, -0.9832)  -0.19
O (0.6803, -4.3078, -1.2981)  0.04
C (1.0311, -3.0322, -1.5159)  -0.26
O (0.2682, -2.0704, -1.2870)  0.01
C (2.5140, -2.9400, -1.8948)  -0.57
F (2.9163, -1.6659, -1.8523)  0.18
F (3.2890, -3.6207, -1.1091)  0.21
F (2.7004, -3.5156, -3.0799)  0.20
H (-2.0873, -5.9873, -1.9184)  0.08
H (-0.5338, -6.3749, -2.4209)  0.09
H (-1.3662, -4.8404, -3.0235)  0.09
H (-0.5860, -5.2379, -0.0365)  0.13
H (-1.2715, -3.8306, -0.7519)  0.09
C (-4.2794, 4.5498, 1.4590)  -0.02
C (-3.4546, 3.4775, 0.6304)  -0.16
O (-2.3401, 4.0722, -0.0403)  0.06
C (-1.5139, 3.3775, -0.8118)  -0.24
O (-1.6886, 2.1480, -1.0582)  -0.05
C (-0.2580, 4.1783, -1.1930)  -0.51
F (0.7951, 3.4395, -0.9453)  0.20
F (-0.3775, 4.2751, -2.5137)  0.20
F (-0.1298, 5.3960, -0.5566)  0.16
H (-4.9099, 5.1702, 0.8220)  0.08
H (-3.6610, 5.1752, 2.1028)  0.07
H (-4.7870, 3.9506, 2.2149)  0.08
H (-4.0767, 3.0690, -0.1660)  0.13
H (-3.1222, 2.5772, 1.1471)  0.12

=====

# C26H21F2NO2

A 2-piece molecular cluster, C26H21F2NO2 overall (ωB97M-V/def2-TZVPD, the OMol25 dataset).

The value obtained for the HOMO energy is -5.872 eV. The value obtained for the LUMO energy is -3.56 eV.

Last column: natural (NBO) charge in e.
Atoms and positions in Å:
F (-4.1033, -1.6056, 5.2660)  -0.33
C (-2.7726, -1.2833, 5.1358)  0.40
C (-2.0699, -0.8961, 6.2773)  -0.24
C (-0.7059, -0.5897, 6.1322)  -0.20
C (-0.0878, -0.6620, 4.8915)  -0.16
C (-0.8089, -1.0734, 3.7368)  -0.10
C (-0.1485, -1.2057, 2.4794)  -0.04
C (-0.7977, -1.5303, 1.2921)  -0.27
C (-0.1250, -1.9579, 0.1552)  -0.03
C (-0.8027, -2.3816, -1.0301)  -0.09
C (-2.1228, -1.9279, -1.3065)  -0.25
C (-2.7835, -2.4369, -2.4146)  0.40
F (-4.0581, -1.9916, -2.6775)  -0.33
C (-2.2152, -3.3714, -3.2819)  -0.24
C (-0.8996, -3.7922, -3.0226)  -0.19
C (-0.1980, -3.3000, -1.9300)  -0.17
C (-2.1938, -1.3786, 3.8793)  -0.24
H (-2.5725, -0.8445, 7.2397)  0.24
H (-0.1268, -0.2948, 7.0072)  0.23
H (0.9708, -0.4171, 4.7724)  0.22
H (0.9368, -1.0713, 2.4538)  0.22
H (-1.8899, -1.4611, 1.2545)  0.21
H (0.9515, -2.1358, 0.2254)  0.22
H (-2.6050, -1.1997, -0.6540)  0.23
H (-2.7821, -3.7468, -4.1298)  0.24
H (-0.4264, -4.5153, -3.6868)  0.23
H (0.8196, -3.6329, -1.7128)  0.22
H (-2.7844, -1.7058, 3.0246)  0.23
C (0.1715, 3.7505, 2.8048)  -0.62
C (0.9644, 2.9541, 1.8069)  -0.07
O (0.4792, 3.2298, 0.4875)  -0.51
C (1.2458, 2.5598, -0.4268)  0.71
C (0.7370, 2.6384, -1.7738)  -0.35
C (1.4199, 2.1250, -2.8761)  -0.05
C (2.7580, 1.5974, -2.7883)  -0.16
C (3.3641, 1.0047, -3.8775)  -0.18
C (2.6936, 0.9047, -5.1067)  -0.22
C (3.3200, 0.2362, -6.2056)  0.29
N (3.8352, -0.3194, -7.0985)  -0.34
C (1.4081, 1.4584, -5.2394)  -0.16
C (0.7872, 2.0711, -4.1679)  -0.21
O (2.2496, 1.9388, -0.0508)  -0.67
H (0.4956, 3.4564, 3.8049)  0.21
H (0.3609, 4.8219, 2.6942)  0.21
H (-0.9030, 3.5663, 2.7229)  0.21
H (2.0239, 3.2253, 1.8779)  0.20
H (0.8642, 1.8794, 2.0126)  0.17
H (-0.1980, 3.1667, -1.9152)  0.21
H (3.2627, 1.6426, -1.8251)  0.25
H (4.3722, 0.6011, -3.7742)  0.22
H (0.9009, 1.3941, -6.2017)  0.22
H (-0.2118, 2.5060, -4.2610)  0.21

=====

# C19H32AsN3OScSi2

C19H32AsN3OScSi2 as an isolated structure (ωB97M-V/def2-TZVPD, the OMol25 dataset).

The value obtained for the HOMO energy is -9.920 eV. The net charge is +1. The value obtained for the LUMO energy is -2.65 eV. The relative energy (zero: lowest compared OMol25 entry of this formula, charge and spin) comes out at 114.9 kJ/mol.

Last column: natural (NBO) charge in e.
Atoms and positions in Å:
Sc (13.3737, 10.2752, 6.3270)  1.80
N (14.4046, 9.9811, 4.3870)  -0.91
C (15.8047, 10.1300, 4.7474)  0.09
C (16.5804, 9.0331, 4.6182)  -0.22
C (17.8825, 9.0718, 5.0273)  -0.20
C (18.4172, 10.2290, 5.5246)  -0.20
C (17.6096, 11.3632, 5.7199)  -0.16
C (16.2663, 11.3144, 5.3309)  -0.07
C (15.4342, 12.4941, 5.7922)  -0.09
C (15.8808, 13.7322, 5.5021)  -0.18
C (15.3660, 14.8352, 6.1104)  -0.20
C (14.3324, 14.7606, 7.0614)  -0.21
C (13.7243, 13.5170, 7.2064)  -0.21
C (14.2442, 12.3558, 6.6140)  -0.57
H (14.1243, 10.7821, 3.7660)  0.44
H (14.2493, 9.0993, 3.9419)  0.41
H (16.0435, 8.1142, 4.2328)  0.21
H (18.4679, 8.1693, 4.8785)  0.23
H (19.4231, 10.3218, 5.8693)  0.23
H (17.9788, 12.3015, 6.1165)  0.24
H (16.6943, 13.8438, 4.8122)  0.21
H (15.8018, 15.8173, 5.9748)  0.22
H (13.9436, 15.5643, 7.6351)  0.22
H (12.8934, 13.3941, 7.9421)  0.21
C (8.3455, 12.4693, 4.7300)  -1.15
Si (9.7317, 12.3803, 5.9275)  1.54
C (10.9807, 13.7156, 5.4885)  -1.13
C (9.0805, 12.3811, 7.6479)  -1.17
As (10.8937, 10.3130, 5.5219)  -0.97
Si (9.6491, 8.4230, 6.2477)  1.44
C (10.1266, 7.0002, 5.1096)  -1.13
C (7.8384, 8.7892, 5.8397)  -1.13
C (9.5871, 7.8639, 7.9931)  -1.13
H (7.5630, 11.7356, 4.7871)  0.25
H (8.6876, 12.5929, 3.7190)  0.25
H (7.8620, 13.4681, 4.9401)  0.24
H (10.7285, 14.3092, 4.6534)  0.25
H (11.9651, 13.2301, 5.3478)  0.25
H (11.1742, 14.4859, 6.2919)  0.25
H (8.2773, 13.1256, 7.6209)  0.25
H (9.7549, 12.7099, 8.5286)  0.26
H (8.6049, 11.3839, 7.9710)  0.25
H (9.8032, 7.3753, 4.1003)  0.26
H (9.6186, 6.0007, 5.3026)  0.25
H (11.2004, 6.6972, 5.0807)  0.19
H (7.5834, 9.3550, 4.9778)  0.24
H (7.4737, 9.2105, 6.8006)  0.24
H (7.1753, 7.8326, 5.9524)  0.25
H (9.4492, 8.7628, 8.5864)  0.24
H (10.4429, 7.3217, 8.3611)  0.23
H (8.7219, 7.2849, 8.0803)  0.25
N (15.1243, 7.0425, 8.5964)  -0.80
C (14.1787, 7.3398, 7.6626)  0.83
N (13.4899, 6.3181, 7.1983)  -0.78
O (13.8876, 8.5182, 7.3228)  -0.81
H (15.4022, 6.1345, 8.8847)  0.42
H (15.6264, 7.8584, 9.0092)  0.43
H (13.6989, 5.3595, 7.5214)  0.42
H (12.8050, 6.4281, 6.4423)  0.43

=====

# C4H8N2O

One molecule with the formula C4H8N2O (ωB97M-V/def2-TZVPD, the OMol25 dataset).

The value obtained for the HOMO energy is -10.683 eV. The value obtained for the LUMO energy is 0.58 eV. The relative energy (zero: lowest compared OMol25 entry of this formula, charge and spin) comes out at 142.3 kJ/mol.

Last column: natural (NBO) charge in e.
Atoms and positions in Å:
C (1.3991, -0.6785, -0.7508)  -0.61
C (-0.0669, -0.2982, -0.5402)  0.14
O (-0.7990, -1.4343, -0.1842)  -0.71
C (-0.2074, 0.8239, 0.5644)  -0.23
N (-0.8969, 0.2957, 1.7341)  -0.86
C (-0.6047, 0.2464, -1.8207)  0.26
N (-1.0101, 0.6962, -2.8068)  -0.33
H (1.4823, -1.4602, -1.5099)  0.23
H (1.8012, -1.0628, 0.1924)  0.21
H (1.9895, 0.1872, -1.0697)  0.22
H (-1.2488, -1.1846, 0.6524)  0.50
H (-0.7836, 1.6592, 0.1610)  0.22
H (0.7931, 1.2031, 0.8026)  0.19
H (-1.5888, 0.9428, 2.0895)  0.38
H (-0.2590, 0.0639, 2.4859)  0.38

=====

What is the formula in the first record? C16H31B2F11NO14S2Zr2